DFT (ωB97M-V with the def2-TZVPD basis set) results for 7 unconnected molecules or ions with the total composition C42H44N10O7P in a non-equilibrium geometry.

Properties
* HOMO: -5.3 eV
* net charge: -1
* strongest force on any atom: 12.9 eV/Å
* E_LUMO: 1.72 eV
* energy above the lowest of the compared OMol25 structures with the same formula, charge and spin: 12.817 eV
* orbital gap: 7.1 eV

The geometry in XYZ format:
```
104
Properties=species:S:1:pos:R:3:forces:R:3
C 5.81738 0.46563 -2.57684 -0.5 0.7 0.5
C 4.66010 -0.12358 -1.54676 -4.0 3.8 2.2
O 3.78366 0.77160 -1.08438 5.2 -5.5 -2.7
O 4.56772 -1.52036 -1.08639 -0.3 2.8 -2.4
C 3.27633 -2.13162 -1.45872 -1.8 -0.9 0.3
C 2.08256 -1.85746 -0.32590 0.1 -1.0 0.3
C 0.59348 -1.61864 -1.02763 0.8 -1.3 0.2
C -0.37329 -0.58144 -0.23136 -0.6 -1.5 0.5
C -0.45795 0.94334 -0.80737 -2.4 0.6 0.3
C -1.98616 1.48422 -0.37885 -8.2 2.5 3.4
N -3.15976 1.86846 0.07957 11.6 -3.5 -4.5
C -0.39656 1.10250 -2.43326 -2.0 1.8 -0.9
C -1.01761 2.61905 -2.76858 -3.4 8.0 -1.1
N -1.47849 3.81923 -3.00014 4.4 -11.0 2.1
N 0.98226 1.06027 -3.04584 -1.1 4.1 -6.5
C 0.93846 1.69072 -4.29547 -0.7 -3.9 -3.7
O 0.86377 1.84216 -5.64645 0.9 -1.0 11.6
C -1.40193 0.04966 -3.23901 -6.1 -5.2 -4.1
O -0.94298 -0.91961 -4.07826 -0.5 5.6 4.8
O -2.89851 0.11729 -3.14716 8.2 1.0 0.8
P 0.73863 2.13620 0.15883 3.4 0.6 3.8
N 1.60667 1.32528 1.30011 -1.5 1.6 -2.8
O -0.22780 3.30888 1.05689 1.8 -0.2 -4.0
O 1.78381 3.05864 -0.88189 -1.7 -0.1 1.8
H 5.48593 1.56948 -2.87924 0.4 -2.6 0.8
H 5.91863 -0.13852 -3.57433 0.0 0.8 2.2
H 6.81131 0.57945 -1.96713 -2.0 -0.6 -1.5
H 3.46255 -3.30319 -1.49804 -0.1 2.5 0.1
H 2.90096 -1.83576 -2.53912 0.9 -0.2 2.2
H 2.01893 -2.87718 0.28979 0.0 2.2 -1.3
H 2.37276 -1.03414 0.45334 -0.5 -1.3 -1.9
H 0.06417 -2.68778 -0.97101 1.0 2.4 -0.2
H 0.76095 -1.41190 -2.16457 -0.7 -0.1 2.1
H -0.08291 -0.65255 0.92445 -0.5 0.8 -2.6
H -1.47957 -1.02625 -0.28429 2.3 1.2 -0.2
H 2.61581 1.49687 1.11799 -0.9 -0.2 0.0
H -0.23538 4.10290 0.41368 -0.5 -1.5 1.4
H 2.33980 3.71554 -0.35170 -1.2 -1.5 -0.7
N 7.54942 -1.62945 -1.29649 1.0 -0.9 0.3
C 8.55439 -1.43752 -0.41414 -0.8 -0.1 -0.7
C 9.51502 -2.39210 -0.12068 0.0 -0.2 -0.1
C 9.44060 -3.62120 -0.76742 0.0 0.0 0.0
C 8.41597 -3.84964 -1.68015 0.2 0.1 0.2
C 7.50420 -2.83193 -1.91004 -0.1 0.9 0.3
H 8.56768 -0.46382 0.06691 0.0 -0.1 0.0
H 10.30180 -2.18250 0.59507 -0.1 0.0 -0.1
H 10.17500 -4.39463 -0.56221 -0.1 0.1 0.0
H 8.33006 -4.79694 -2.20026 0.0 0.1 0.0
H 6.68853 -2.96033 -2.61610 0.0 0.0 0.1
N -6.40766 -1.14687 2.88886 0.1 0.2 -0.8
C -5.64254 -0.09799 2.51498 -0.5 -0.7 0.2
C -5.57008 0.37867 1.21587 -0.2 0.0 -0.1
C -6.32449 -0.26006 0.23740 0.0 0.0 0.0
C -7.12085 -1.34441 0.59110 0.2 0.2 0.1
C -7.13024 -1.74560 1.91733 0.4 0.3 0.7
H -5.07010 0.36470 3.31366 0.0 0.1 -0.1
H -4.94038 1.22700 0.97280 -0.2 -0.2 0.1
H -6.29242 0.08432 -0.79217 0.1 0.0 0.1
H -7.72010 -1.86393 -0.14800 0.0 0.0 0.1
H -7.73848 -2.58447 2.24389 0.0 0.0 -0.1
N -4.52930 0.58469 6.47581 0.9 -0.8 0.3
C -3.52433 0.77662 7.35817 -0.7 -0.1 -0.6
C -2.56370 -0.17797 7.65162 -0.1 -0.2 -0.1
C -2.63812 -1.40706 7.00488 0.0 0.0 0.0
C -3.66275 -1.63550 6.09215 0.3 0.1 0.3
C -4.57453 -0.61780 5.86226 -0.3 0.8 0.2
H -3.51104 1.75031 7.83921 0.1 0.0 0.0
H -1.77692 0.03163 8.36737 -0.1 0.0 -0.1
H -1.90372 -2.18049 7.21010 -0.1 0.1 0.0
H -3.74866 -2.58280 5.57204 0.0 0.1 0.0
H -5.39019 -0.74619 5.15620 0.1 -0.1 0.1
N 1.06530 -5.29636 0.61152 -0.4 -1.0 0.2
C -0.26415 -5.50752 0.72702 0.9 0.3 -0.1
C -0.82924 -6.75022 0.96475 0.2 -0.2 0.0
C 0.01846 -7.84597 1.08817 0.0 0.0 0.0
C 1.39227 -7.66075 0.97218 -0.3 0.0 0.0
C 1.86320 -6.37889 0.73774 -0.5 0.8 -0.1
H -0.88398 -4.62209 0.61985 0.0 -0.1 0.0
H -1.90418 -6.86110 1.05112 0.1 0.0 0.0
H -0.38790 -8.83602 1.27344 0.0 0.1 0.0
H 2.07945 -8.49432 1.06286 0.0 0.1 0.0
H 2.92750 -6.18233 0.64312 -0.1 0.0 0.0
N 3.19506 5.18668 -8.67921 -0.9 -0.2 0.0
C 2.23073 5.78859 -9.40936 0.7 -0.4 0.5
C 0.90124 5.39801 -9.40132 0.0 -0.2 0.2
C 0.53622 4.32198 -8.59918 0.1 0.0 0.0
C 1.50712 3.68035 -7.83710 -0.2 0.0 -0.2
C 2.81013 4.14613 -7.90880 0.3 0.7 -0.5
H 2.56587 6.62082 -10.02150 -0.1 0.0 0.0
H 0.16831 5.91981 -10.00612 0.1 0.0 0.0
H -0.49622 3.98624 -8.56788 0.1 0.0 0.0
H 1.25499 2.83850 -7.20228 0.1 0.4 -0.4
H 3.60329 3.68101 -7.33012 -0.1 0.0 0.0
N -6.68233 5.70268 5.90565 0.7 -0.6 -0.3
C -5.85542 5.95400 4.86718 -0.6 -0.1 0.7
C -4.86056 5.08590 4.44673 0.0 -0.2 0.1
C -4.69901 3.88757 5.13405 0.0 0.0 0.0
C -5.53405 3.60109 6.20911 0.1 0.2 0.0
C -6.50261 4.53057 6.55242 -0.1 0.9 -0.5
H -6.01892 6.90316 4.36515 0.0 -0.1 0.0
H -4.22678 5.33819 3.60415 -0.1 0.0 0.1
H -3.92903 3.18259 4.83442 -0.1 0.0 0.0
H -5.43340 2.67616 6.76557 -0.1 0.1 -0.2
H -7.18116 4.35137 7.38174 0.1 0.0 0.0
```
Forces are in eV/Å.

DFT (ωB97M-V with the def2-TZVPD basis set) results for C25H22N2O2 in the gas phase.

Properties
* HOMO: -7.9 eV
* SMILES string: Cc1ccc(NC(=O)/C(=C\C=C\c2ccccc2)NC(=O)c2ccccc2)cc1
* strongest force on any atom: 0.8 eV/Å
* E_LUMO: -0.28 eV
* energy above the lowest of the compared OMol25 structures with the same formula, charge and spin: 1.315 eV
* orbital gap: 7.6 eV

The geometry in XYZ format:
```
51
Properties=species:S:1:pos:R:3:forces:R:3
C -5.93399 -2.03749 -0.57675 0.0 -0.1 0.1
C -4.47910 -1.96581 -0.22634 0.0 0.0 -0.1
C -4.04262 -1.20047 0.84863 0.0 -0.1 -0.1
C -2.70488 -1.14625 1.18307 0.1 -0.1 0.0
C -1.76597 -1.86062 0.44348 -0.2 -0.1 -0.2
C -2.19097 -2.63633 -0.62880 0.2 -0.1 -0.1
C -3.53423 -2.67910 -0.95290 -0.1 0.2 0.1
H -3.85290 -3.28088 -1.79167 0.0 -0.1 -0.1
H -1.47068 -3.18728 -1.20976 0.0 0.0 0.0
N -0.41737 -1.73584 0.80482 0.1 -0.1 0.3
C 0.67477 -1.95601 0.02163 -0.1 0.0 0.3
O 0.69099 -2.63039 -0.98796 0.0 0.0 -0.2
C 1.93674 -1.33865 0.55981 0.0 0.7 0.4
C 2.01747 -0.08677 1.06224 0.2 -0.7 0.0
C 0.98872 0.92099 1.01344 -0.5 0.4 -0.5
C 0.07056 1.03434 0.03831 0.6 -0.1 0.4
C -1.04663 1.95750 0.00961 -0.5 0.3 -0.1
C -2.12256 1.66983 -0.83582 0.2 0.0 0.1
C -3.24226 2.47657 -0.85713 -0.1 0.1 0.0
C -3.30554 3.59986 -0.04834 -0.1 0.0 0.0
C -2.23883 3.90872 0.78067 0.0 0.1 0.1
C -1.12226 3.09675 0.81399 0.1 -0.1 -0.1
H -0.29473 3.35764 1.45649 0.1 0.0 0.1
H -2.27966 4.78926 1.40545 0.0 0.1 0.0
H -4.17897 4.23457 -0.06672 -0.1 0.1 0.0
H -4.06852 2.23007 -1.50754 -0.1 0.0 -0.1
H -2.08073 0.79010 -1.46227 0.0 -0.1 -0.1
H 0.10884 0.34069 -0.79257 0.1 0.0 -0.1
H 1.01127 1.64035 1.82168 -0.1 0.1 0.1
H 2.94712 0.21434 1.52769 0.0 -0.1 0.0
N 3.02204 -2.19992 0.49258 -0.2 -0.5 -0.1
C 4.35736 -1.91995 0.32980 0.0 -0.1 0.0
O 5.18392 -2.79208 0.48998 0.1 0.1 0.0
C 4.71291 -0.53948 -0.09922 0.3 0.2 -0.3
C 4.07018 0.05302 -1.18276 0.1 -0.1 0.1
C 4.45838 1.30879 -1.61025 0.0 0.0 -0.1
C 5.48534 1.97877 -0.96418 0.0 0.1 0.0
C 6.14108 1.38234 0.09981 0.0 0.1 0.0
C 5.76458 0.12118 0.52571 -0.2 -0.2 0.0
H 6.27459 -0.36149 1.34608 0.1 -0.1 0.1
H 6.95149 1.89718 0.59418 0.1 0.0 0.0
H 5.78100 2.96247 -1.29787 0.0 0.1 0.0
H 3.95950 1.76640 -2.45150 0.0 0.0 -0.1
H 3.27902 -0.47488 -1.69435 -0.1 0.0 0.0
H 2.80636 -3.19083 0.50038 0.2 0.1 0.0
H -0.26419 -1.15239 1.61671 0.1 -0.1 -0.2
H -2.37903 -0.53462 2.01321 0.0 0.1 0.1
H -4.75730 -0.63326 1.42717 -0.1 0.1 0.1
H -6.44840 -1.12446 -0.28609 -0.1 0.0 0.0
H -6.40316 -2.87036 -0.05165 -0.1 0.0 0.0
H -6.06871 -2.19613 -1.64414 -0.1 0.0 -0.1
```
Forces are in eV/Å.